1.
C41H16F15GeN5O6S3Ti | wB97M-V/def2-TZVPD

Computed properties:
LUMO energy   -1.14 eV
E   -215416.676 eV
2S+1   1
Charge   0

Geometry (Å):
Ti -0.571 -0.913 0.358
N -4.309 0.254 2.000
C -3.577 0.659 3.112
C -3.951 1.336 4.266
C -2.952 1.545 5.197
C -1.641 1.091 4.984
C -1.278 0.422 3.833
C -2.277 0.216 2.884
N -2.239 -0.434 1.648
C -3.463 -0.390 1.174
C -3.797 -1.045 -0.077
C -4.996 -1.130 -0.707
S -4.819 -2.054 -2.131
C -3.168 -2.283 -1.778
N -2.754 -1.700 -0.691
H -5.285 0.420 1.832
H -4.964 1.677 4.428
H -3.185 2.067 6.115
H -0.892 1.276 5.742
H -0.263 0.092 3.660
H -5.940 -0.695 -0.423
H -2.532 -2.883 -2.413
C -3.371 -4.552 0.511
C -2.152 -4.308 1.329
N -1.299 -3.300 1.260
C -0.332 -3.574 2.187
C -0.585 -4.752 2.824
N -1.750 -5.196 2.266
C 0.059 -5.557 3.892
O 1.210 -5.120 4.361
O -0.485 -6.562 4.279
C 0.746 -2.602 2.400
O 1.716 -2.829 3.100
O 0.533 -1.473 1.785
H -3.105 -4.692 -0.536
H -4.070 -3.718 0.580
H -3.878 -5.452 0.856
H -2.194 -6.059 2.539
H 1.493 -4.276 3.915
O -0.204 -3.344 -2.402
C -0.224 -2.151 -2.257
O 0.192 -1.602 -1.087
C -0.674 -1.164 -3.256
C -0.573 -1.576 -4.594
C -0.963 -0.752 -5.622
C -1.485 0.505 -5.309
C -1.605 0.913 -4.000
C -1.203 0.097 -2.925
S -1.400 0.799 -1.333
H -0.164 -2.559 -4.792
H -0.864 -1.070 -6.651
H -1.799 1.173 -6.102
H -2.004 1.894 -3.775
F 4.417 3.561 -0.939
C 4.641 2.932 0.228
C 3.642 2.148 0.780
C 3.957 1.497 1.961
F 3.087 0.687 2.562
C 5.190 1.646 2.579
F 5.457 1.011 3.720
C 6.151 2.456 2.005
F 7.335 2.604 2.586
C 5.879 3.106 0.812
F 6.806 3.879 0.247
Ge 1.941 1.986 -0.192
S 0.354 1.272 1.127
C 2.470 0.885 -1.724
C 2.755 -0.447 -1.478
F 2.669 -0.910 -0.226
C 3.138 -1.335 -2.465
F 3.371 -2.615 -2.186
C 3.285 -0.866 -3.760
F 3.649 -1.694 -4.730
C 3.080 0.474 -4.035
F 3.272 0.931 -5.272
C 2.697 1.331 -3.016
F 2.601 2.626 -3.330
C 1.348 3.782 -0.741
C 0.546 4.005 -1.848
F 0.274 3.021 -2.707
C -0.007 5.240 -2.135
F -0.769 5.408 -3.217
C 0.235 6.308 -1.291
F -0.287 7.501 -1.556
C 1.022 6.126 -0.169
F 1.253 7.148 0.655
C 1.553 4.874 0.086
F 2.281 4.750 1.206

***

2.
C41H28Br4ErF4N5O5PS2 | wB97M-V/def2-TZVPD

Computed properties:
LUMO energy (alpha / beta)   -2.82 / -2.82 eV
E   -410278.248 eV
2S+1   4
Charge   +1

Geometry (Å):
Er -0.356 0.269 -0.610
Br -0.195 -4.558 -1.710
C 0.565 -3.311 -2.915
C 1.083 -3.712 -4.138
C 1.632 -2.771 -4.975
Br 2.423 -3.364 -6.603
C 1.643 -1.400 -4.639
C 2.133 -0.371 -5.465
C 2.055 0.925 -5.029
C 1.551 1.194 -3.748
N 1.110 0.265 -2.928
C 1.123 -1.016 -3.374
C 0.598 -1.993 -2.470
O 0.198 -1.649 -1.289
H 1.057 -4.752 -4.424
H 2.561 -0.612 -6.428
H 2.379 1.748 -5.648
H 1.522 2.214 -3.388
F 3.843 6.650 1.600
C 3.591 5.411 1.207
C 4.494 4.379 1.455
F 5.650 4.622 2.057
C 4.177 3.076 1.071
F 5.081 2.130 1.311
C 2.979 2.755 0.431
P 2.448 1.004 0.051
C 3.593 0.595 -1.307
C 3.642 -0.751 -1.674
C 4.403 -1.150 -2.755
C 5.106 -0.206 -3.488
C 5.063 1.128 -3.127
C 4.302 1.536 -2.045
C 3.212 0.184 1.493
C 4.334 -0.634 1.431
C 4.847 -1.182 2.595
C 4.243 -0.926 3.815
C 3.118 -0.116 3.877
C 2.597 0.427 2.719
C 2.122 3.818 0.137
Br 0.509 3.484 -0.865
C 2.410 5.122 0.526
F 1.556 6.101 0.254
H 3.067 -1.473 -1.107
H 4.443 -2.192 -3.033
H 5.695 -0.513 -4.336
H 5.627 1.852 -3.694
H 4.268 2.582 -1.781
H 4.830 -0.809 0.489
H 5.725 -1.806 2.539
H 4.647 -1.355 4.719
H 2.650 0.091 4.829
H 1.711 1.048 2.757
C 1.763 -3.097 2.525
O 0.456 -3.298 1.996
C -0.156 -2.287 1.406
O 0.317 -1.157 1.277
N -1.412 -2.628 1.033
N -2.095 -1.802 0.113
H 2.080 -4.079 2.866
H 1.732 -2.392 3.354
H 2.450 -2.724 1.764
H -1.641 -3.619 1.088
H -3.085 -1.744 0.366
H -2.033 -2.194 -0.837
O -2.414 -0.353 -2.591
S -2.471 0.999 -2.087
O -1.158 1.640 -2.207
N -2.784 0.940 -0.498
C -3.891 1.645 -0.205
S -4.578 1.735 1.287
C -4.432 2.398 -1.349
C -5.412 3.380 -1.317
C -5.623 4.133 -2.462
C -4.887 3.911 -3.619
C -3.947 2.888 -3.676
C -3.755 2.140 -2.538
H -5.944 3.569 -0.396
H -6.351 4.927 -2.444
H -5.019 4.549 -4.478
H -3.360 2.707 -4.561
Br -2.810 3.267 5.588
C -2.032 2.526 4.043
C -0.969 3.165 3.411
C -0.431 2.572 2.289
N -0.882 1.439 1.730
C -1.898 0.839 2.363
C -2.482 1.325 3.521
H -0.578 4.101 3.778
H 0.429 3.034 1.826
H -2.263 -0.078 1.922
H -3.304 0.799 3.976

***

3.
C41H28ClMgN9O4S2 | wB97M-V/def2-TZVPD

Computed properties:
LUMO energy (alpha / beta)   -0.85 / -0.71 eV
E   -104213.144 eV
2S+1   1
Charge   0

Geometry (Å):
Mg 0.008 -1.745 0.433
C -1.708 -3.230 -2.750
C -0.644 -2.829 -3.485
C -0.674 -1.490 -4.153
C -1.645 -0.586 -3.438
N -2.663 -1.006 -2.755
C -2.779 -2.333 -2.509
N -0.499 1.078 -2.102
C -1.251 1.022 -0.915
N -1.277 -0.059 -0.082
C -2.249 0.214 0.874
N -2.718 -0.500 1.873
C -2.525 -1.823 2.097
C -3.292 -2.385 3.144
C -3.257 -3.732 3.378
C -2.451 -4.540 2.570
C -1.690 -3.931 1.604
N -1.694 -2.602 1.369
C -2.784 1.544 0.634
C -3.722 2.306 1.322
C -4.010 3.569 0.841
C -3.379 4.067 -0.316
C -2.452 3.318 -1.006
C -2.151 2.040 -0.513
H -1.747 -4.228 -2.330
H 0.199 -3.487 -3.667
H -1.022 -1.623 -5.194
H -3.676 -2.652 -1.997
H -3.914 -1.713 3.717
H -3.852 -4.166 4.171
H -2.398 -5.611 2.705
H -1.011 -4.509 0.995
H -4.198 1.908 2.208
H -4.733 4.189 1.355
H -3.633 5.060 -0.667
H -1.966 3.707 -1.894
O 6.015 -3.179 -1.752
C 4.813 -3.794 -1.653
O 4.733 -4.982 -1.613
C 3.634 -2.884 -1.634
C 3.300 -1.916 -2.562
Cl 4.151 -1.353 -3.928
N 2.098 -1.405 -2.239
N 1.636 -2.001 -1.124
C 2.539 -2.887 -0.748
C 2.224 -3.601 0.545
O 3.102 -4.161 1.170
O 0.995 -3.436 0.878
C 1.225 -0.480 -2.878
C 0.695 -0.770 -4.261
C 0.481 0.545 -4.977
C -0.489 1.338 -4.540
C -1.303 0.882 -3.361
C 0.673 0.357 -1.997
H 5.914 -2.223 -1.665
H 1.395 -1.405 -4.804
H 1.134 0.825 -5.794
H -0.685 2.309 -4.977
H -2.214 1.461 -3.232
H 1.151 0.431 -1.027
S 1.883 -1.083 4.647
C 1.422 -1.694 3.114
N 0.803 -0.871 2.323
C 0.657 0.374 2.937
C 0.047 1.503 2.386
C -0.066 2.641 3.153
C 0.452 2.693 4.454
C 1.091 1.601 5.002
C 1.181 0.442 4.231
H 1.633 -2.721 2.845
H -0.324 1.482 1.373
H -0.563 3.508 2.739
H 0.344 3.597 5.040
H 1.493 1.631 6.006
S 3.262 1.054 0.412
C 2.656 2.590 0.684
N 3.071 3.280 1.791
C 2.625 4.503 2.167
C 1.703 5.155 1.419
C 1.232 4.512 0.249
C 1.698 3.284 -0.114
H 3.727 2.781 2.377
H 3.045 4.900 3.079
H 1.344 6.128 1.716
H 0.483 4.998 -0.364
H 1.341 2.803 -1.013